[1]
DFT (the ωB97M-V functional and the def2-TZVPD basis) results for a molecular structure, C45H30BBaClF17O5PS at a distorted geometry.

Last column: Löwdin charge in e.
Cartesian coordinates (Å):
Ba  0.5930  0.3237  1.3406  1.926
C  -0.0654  -5.1811  1.8723  -0.057
C  0.9418  -4.1640  2.3420  -0.247
C  0.7065  -3.4087  3.4838  -0.028
C  1.6050  -2.4321  3.9050  -0.286
C  1.2971  -1.5693  5.1033  -0.048
C  2.7658  -2.2279  3.1668  -0.039
C  3.0295  -2.9617  2.0080  -0.275
C  4.2714  -2.7036  1.1939  -0.054
C  2.1086  -3.9227  1.6165  -0.009
H  -0.9707  -4.6943  1.4970  0.032
H  -0.3459  -5.8570  2.6843  0.073
H  0.3307  -5.7737  1.0464  0.073
H  -0.2213  -3.5531  4.0322  0.126
H  1.0068  -2.1778  5.9633  0.075
H  0.4629  -0.8950  4.8925  0.069
H  2.1587  -0.9627  5.3870  0.067
H  3.4742  -1.4665  3.4872  0.109
H  5.1705  -3.0289  1.7274  0.074
H  4.3831  -1.6408  0.9705  0.074
H  4.2263  -3.2264  0.2380  0.070
H  2.2793  -4.4742  0.6969  0.116
Cl  -2.4799  -0.1487  -2.2665  0.737
C  -2.0830  1.1197  -3.3641  -0.670
C  -2.5157  0.9478  -4.6718  -0.116
C  -2.2303  1.9098  -5.6285  -0.097
C  -1.5113  3.0405  -5.2691  -0.098
C  -1.0841  3.1962  -3.9556  -0.080
C  -1.3626  2.2473  -2.9711  -0.372
P  -0.7273  2.3910  -1.2487  1.094
C  -2.1576  3.1191  -0.3482  -0.369
C  -3.4231  3.2814  -0.8941  -0.078
C  -4.4740  3.7669  -0.1178  -0.088
C  -4.2657  4.0956  1.2125  -0.097
C  -2.9998  3.9352  1.7704  -0.074
C  -1.9599  3.4454  0.9976  -0.105
C  0.3966  3.8349  -1.3683  -0.381
C  0.0446  5.1622  -1.1354  -0.090
C  0.9930  6.1732  -1.2468  -0.094
C  2.3027  5.8656  -1.5967  -0.104
C  2.6655  4.5432  -1.8246  -0.082
C  1.7204  3.5305  -1.7015  -0.084
H  -3.0613  0.0479  -4.9238  0.101
H  -2.5628  1.7657  -6.6502  0.097
H  -1.2759  3.7987  -6.0059  0.093
H  -0.5151  4.0784  -3.6882  0.097
H  -3.6028  3.0162  -1.9299  0.099
H  -5.4575  3.8771  -0.5583  0.095
H  -5.0861  4.4574  1.8209  0.094
H  -2.8252  4.1637  2.8153  0.105
H  -0.9841  3.3097  1.4629  0.090
H  -0.9744  5.4070  -0.8569  0.105
H  0.7085  7.2009  -1.0527  0.095
H  3.0431  6.6535  -1.6736  0.093
H  3.6887  4.2928  -2.0775  0.101
H  2.0151  2.4931  -1.8481  0.093
F  -4.8977  -8.5162  -2.8851  0.071
C  -4.2934  -7.4001  -2.4210  -0.173
C  -4.7151  -6.7973  -1.2575  -0.164
F  -5.7503  -7.3345  -0.5766  0.076
C  -4.0860  -5.6550  -0.7908  -0.262
F  -4.5753  -5.1494  0.3551  0.052
C  -3.0112  -5.0327  -1.4341  -0.633
S  -2.2243  -3.5918  -0.8331  0.492
C  -2.6244  -5.6885  -2.6083  -0.263
F  -1.6013  -5.2182  -3.3410  0.054
C  -3.2355  -6.8323  -3.0955  -0.164
F  -2.8004  -7.4059  -4.2379  0.077
F  0.5402  4.9203  2.9319  0.151
C  1.7660  4.3715  2.8261  -0.545
F  2.6339  5.2009  3.4328  0.151
F  2.0724  4.3399  1.5336  0.171
C  1.7671  2.9317  3.4351  -0.321
O  1.2006  2.0441  2.5684  -0.536
C  3.2421  2.5175  3.7209  -0.547
F  3.3232  1.2020  3.9530  0.150
F  3.7800  3.1460  4.7803  0.152
F  4.0118  2.7806  2.6553  0.166
C  0.9731  2.9578  4.7782  -0.546
F  -0.3376  2.8933  4.5426  0.166
F  1.2061  4.0656  5.5053  0.150
F  1.2957  1.9038  5.5442  0.159
O  2.1838  -2.0494  -1.1600  0.016
B  1.9176  -0.6535  -0.7912  -0.462
O  2.2609  0.0778  -2.0444  -0.014
C  2.6535  -0.8273  -2.9850  -0.260
C  3.0602  -0.5980  -4.2781  -0.014
C  3.4230  -1.7137  -5.0497  -0.123
C  3.3651  -2.9957  -4.5157  -0.118
C  2.9458  -3.2061  -3.1931  -0.001
C  2.6019  -2.0995  -2.4552  -0.250
H  3.0854  0.4069  -4.6829  0.107
H  3.7436  -1.5735  -6.0755  0.083
H  3.6350  -3.8462  -5.1308  0.085
H  2.8680  -4.2000  -2.7697  0.113
F  -3.0169  0.7598  3.8765  0.126
C  -3.2010  -0.1393  2.8788  -0.548
F  -3.6157  -1.2814  3.4374  0.151
F  -4.1686  0.3233  2.0952  0.158
C  -1.8535  -0.3326  2.1316  -0.642
O  -0.9629  -0.9603  2.7567  -0.174
O  -1.7513  0.2344  1.0126  -0.268

Energy, eV: -137610.6264
Net charge: -2
E_HOMO, eV: -1.89
Energy above the lowest of the compared OMol25 structures with the same formula, charge and spin, kcal per mole: 38.95
2S+1: 1
Lowest unoccupied orbital energy, eV: 3.77

[2]
DFT (the ωB97M-V functional and the def2-TZVPD basis) results for a molecular structure, C45H31BrN11O2S2V at a distorted geometry.

Last column: Löwdin spin population.
Cartesian coordinates (Å):
V  13.0253  9.5654  11.6166  1.083
C  10.1787  12.1456  16.3789  0.000
C  9.2099  11.1554  16.4299  0.000
C  8.9157  10.4304  15.3179  0.000
C  9.6137  10.6910  14.1487  0.000
N  10.5342  11.6423  14.0721  0.000
C  10.8109  12.3583  15.1738  0.000
N  9.2152  9.9797  13.0462  -0.001
C  9.7388  9.8649  11.9043  0.000
N  10.9921  10.3266  11.3066  -0.010
C  10.7787  10.3234  9.9466  0.001
N  11.3944  11.0013  9.0468  -0.002
C  12.4599  11.7823  9.4525  0.003
C  12.6752  13.0182  8.8668  -0.001
C  13.7893  13.7229  9.2567  0.004
C  14.6877  13.1822  10.1942  -0.001
C  14.4167  11.9391  10.6965  0.002
N  13.3213  11.2686  10.3341  -0.006
C  9.6189  9.4904  9.6351  0.000
C  9.1791  8.9526  8.4362  0.000
C  8.0804  8.1067  8.4620  0.000
C  7.4141  7.9046  9.7000  0.000
C  7.8183  8.4993  10.8792  0.000
C  8.9753  9.2297  10.8152  0.000
H  10.4110  12.7179  17.2684  0.000
H  8.6182  11.0249  17.3324  0.000
H  8.1802  9.6863  15.3043  0.000
H  11.5792  13.1167  15.0972  0.000
H  11.9453  13.3881  8.1707  0.000
H  13.9498  14.6918  8.8792  0.000
H  15.5903  13.7026  10.4972  0.000
H  15.1068  11.4999  11.3789  0.000
H  9.6931  9.2005  7.5210  0.000
H  7.7200  7.6802  7.5484  0.000
H  6.5482  7.2793  9.6827  0.000
H  7.2747  8.2524  11.7851  0.000
N  12.1847  13.0055  12.2577  0.001
C  13.0946  12.4155  13.0387  0.001
N  13.3436  11.1151  13.0727  -0.004
C  14.4096  10.8462  13.9304  0.001
C  14.9775  11.9471  14.5048  0.000
S  14.1539  13.3681  14.0341  0.000
C  14.6565  9.4374  14.1725  0.000
C  15.1886  8.8456  15.2560  -0.001
S  15.1948  7.1546  15.0378  0.000
C  14.4643  7.3236  13.4844  0.001
N  14.1989  8.5701  13.1722  -0.010
N  14.1194  6.2555  12.7410  0.001
H  11.3908  12.3802  12.0782  0.000
H  11.9095  13.9731  12.4061  0.000
H  15.8218  11.9929  15.1948  0.000
H  15.6884  9.2840  16.1262  0.000
H  14.2488  5.3196  13.0733  0.000
H  14.3852  6.3681  11.7734  0.000
C  10.6292  7.8794  14.7625  -0.002
C  9.9425  6.8762  14.0838  0.005
C  10.3027  6.5242  12.7647  -0.002
C  11.2641  7.2934  12.0925  -0.003
C  11.8363  8.3799  12.7360  -0.056
C  11.5824  8.6130  14.0944  -0.001
C  11.7231  7.0436  10.7400  0.005
C  11.3867  5.8708  10.0110  0.000
C  11.8366  5.6925  8.7579  0.005
C  12.6367  6.6586  8.1493  0.000
C  13.1828  6.4983  6.8579  0.001
C  13.9794  7.4414  6.2759  -0.001
C  14.2560  8.6440  6.9874  0.001
C  13.7451  8.8097  8.2358  0.000
C  12.9363  7.8358  8.8632  0.001
N  12.4527  8.0215  10.1742  -0.007
H  10.4277  8.0718  15.8082  0.000
H  9.1395  6.3074  14.5156  0.000
H  9.7747  5.6756  12.3445  0.000
H  12.0908  9.4557  14.5638  0.000
H  10.7502  5.1368  10.5016  0.000
H  11.5548  4.8000  8.2005  0.000
H  12.9616  5.5445  6.3651  0.000
H  14.3724  7.2453  5.2872  0.000
H  14.8480  9.4457  6.5603  0.000
H  13.9377  9.7599  8.7607  0.000
Br  18.0739  12.5131  8.1572  0.000
C  17.9689  10.6704  8.5413  0.000
C  18.8871  9.7365  8.1273  0.000
N  18.7748  8.4307  8.4399  0.000
C  17.7426  8.0411  9.1751  0.000
C  16.7596  8.9298  9.6419  -0.001
C  16.8753  10.2551  9.2656  0.000
C  15.6018  8.4550  10.4617  0.000
O  15.4180  7.2374  10.6144  0.000
O  14.7993  9.3719  10.9093  -0.007
H  19.7053  10.0020  7.4766  0.000
H  17.6995  7.0079  9.4225  0.000
H  16.1477  11.0088  9.5248  0.000

Energy, eV: -185053.3338
Net charge: +1
E_HOMO (spin up / spin down), eV: -10.53 / -10.54
2S+1: 2
Lowest unoccupied orbital energy (spin up / spin down), eV: -3.82 / -3.28